Record 1
Computed, not measured: the ion C21H38N with charge +1 at a distorted geometry, with ωB97M-V/def2-TZVPD.

Last column: Löwdin charge in e.
Cartesian coordinates (Å):
C (-1.43589, 8.05752, 1.97707)  -0.120
C (-0.11848, 7.99220, 1.21455)  -0.278
C (0.10723, 6.62149, 0.58283)  -0.239
C (1.42093, 6.55432, -0.19114)  -0.224
C (1.72029, 5.16712, -0.75853)  -0.222
C (0.75088, 4.75405, -1.86598)  -0.221
C (1.17597, 3.48076, -2.59643)  -0.222
C (1.13912, 2.23512, -1.71390)  -0.226
C (1.43263, 0.96711, -2.51240)  -0.225
C (1.41720, -0.28112, -1.63276)  -0.227
C (1.68267, -1.54664, -2.44540)  -0.218
C (1.82344, -2.80582, -1.58985)  -0.217
C (0.52470, -3.20123, -0.88910)  -0.219
C (0.67657, -4.52328, -0.13845)  -0.214
C (-0.61208, -4.90032, 0.59001)  -0.175
H (-1.42643, -4.98800, -0.13235)  0.124
H (-0.87397, -4.11013, 1.29702)  0.123
C (-0.44960, -6.22729, 1.34325)  -0.126
N (-1.67225, -6.56465, 2.04676)  -0.054
C (-1.87653, -6.09799, 3.28672)  0.009
C (-3.05739, -6.33755, 3.95504)  0.007
C (-4.05707, -7.07379, 3.32930)  0.007
C (-3.82863, -7.54496, 2.04144)  0.007
C (-2.62645, -7.27194, 1.42569)  0.009
H (-2.40945, -7.62060, 0.42692)  0.153
H (-4.57585, -8.12086, 1.51972)  0.128
H (-4.98889, -7.27605, 3.83253)  0.129
H (-3.19188, -5.95404, 4.95357)  0.128
H (-1.07493, -5.53208, 3.73770)  0.153
H (0.36662, -6.14299, 2.06316)  0.141
H (-0.20974, -7.02425, 0.63710)  0.141
H (1.49141, -4.43476, 0.58257)  0.123
H (0.94177, -5.31180, -0.84514)  0.122
H (0.23697, -2.42064, -0.18383)  0.111
H (-0.27081, -3.29338, -1.63143)  0.123
H (2.60358, -2.64777, -0.84220)  0.116
H (2.14203, -3.63068, -2.23133)  0.113
H (0.87694, -1.68833, -3.16906)  0.116
H (2.60832, -1.41056, -3.00824)  0.115
H (0.44546, -0.35095, -1.13952)  0.107
H (2.18022, -0.18359, -0.85684)  0.119
H (0.68850, 0.85815, -3.30492)  0.118
H (2.41039, 1.06065, -2.98971)  0.119
H (1.87518, 2.32891, -0.91369)  0.109
H (0.15221, 2.15098, -1.25152)  0.118
H (2.18498, 3.61079, -2.99431)  0.115
H (0.50624, 3.32712, -3.44655)  0.111
H (-0.24531, 4.60534, -1.44474)  0.106
H (0.68618, 5.56612, -2.59388)  0.115
H (1.68848, 4.43776, 0.05303)  0.105
H (2.73390, 5.16845, -1.16695)  0.114
H (2.23591, 6.84005, 0.47936)  0.112
H (1.39938, 7.28200, -1.00573)  0.114
H (0.10883, 5.85891, 1.36634)  0.117
H (-0.72516, 6.40204, -0.08928)  0.107
H (0.70554, 8.21620, 1.89626)  0.108
H (-0.11349, 8.75472, 0.43245)  0.109
H (-1.57267, 9.04045, 2.42098)  0.067
H (-2.27349, 7.86347, 1.31030)  0.070
H (-1.45422, 7.31625, 2.77347)  0.069

Computed properties:
Net charge   +1
SMILES   CCCCCCCCCCCCCCCC[n+]1ccccc1
Maximum force   1.30 eV/A
Energy relative to the best compared isomer or geometry (same formula, charge and spin)   6.9 kJ/mol
Gap between HOMO and LUMO   7.511 eV

Record 2
Computed, not measured: a cluster of 2 separate species, C21H39BF6N2O3 in total at a distorted geometry, with ωB97M-V/def2-TZVPD.

Last column: Löwdin charge in e.
Cartesian coordinates (Å):
N (-0.03469, 7.16153, 3.41698)  -0.028
C (0.23546, 5.75702, 3.01505)  -0.309
C (0.91725, 5.65393, 1.64743)  -0.203
C (1.23179, 4.14323, 1.35560)  -0.209
C (0.03296, 3.54446, 0.60758)  -0.233
C (0.19561, 2.06118, 0.11906)  -0.189
B (1.28462, 1.11705, 0.93510)  -0.424
C (2.60733, 0.92652, -0.00518)  -0.258
O (2.59041, 0.11884, -0.88775)  0.071
C (3.96234, 1.69849, 0.16323)  -0.400
F (4.04591, 2.08022, 1.44343)  0.125
F (4.01675, 2.80589, -0.59886)  0.134
C (5.23874, 0.84567, -0.10311)  -0.385
F (5.08038, -0.37361, 0.36585)  0.181
F (6.23470, 1.37556, 0.63078)  0.144
C (5.74950, 0.86060, -1.56702)  -0.396
F (4.79435, 0.76943, -2.46992)  0.178
F (6.43399, 1.99595, -1.74539)  0.138
C (6.75964, -0.29728, -1.85553)  -0.407
O (6.47379, -1.41543, -1.77083)  0.217
O (8.03033, 0.05959, -2.25316)  0.099
H (0.84542, 7.53279, 3.76840)  0.056
H (-0.61190, 7.10705, 4.25467)  0.051
H (-0.69338, 5.18214, 3.01799)  0.107
H (0.91277, 5.30807, 3.76020)  0.105
H (0.16598, 5.96380, 0.91388)  0.096
H (1.82062, 6.26636, 1.59359)  0.103
H (1.28875, 3.67943, 2.34309)  0.088
H (2.17836, 4.02166, 0.83158)  0.099
H (-0.90554, 3.66655, 1.16087)  0.097
H (-0.09467, 4.16000, -0.29845)  0.096
H (0.38769, 2.07565, -0.96476)  0.079
H (-0.79985, 1.59395, 0.23677)  0.053
H (0.79058, 0.00320, 1.01077)  0.039
H (1.50979, 1.46089, 2.06669)  0.051
H (7.95783, 0.42559, -3.14883)  0.125
C (-1.76416, -0.88627, 1.96099)  -0.093
C (-3.12782, -1.55266, 1.86306)  -0.246
C (-3.04784, -3.04188, 1.53252)  -0.173
C (-2.17764, -3.45539, 0.34842)  -0.109
N (-2.79939, -3.36032, -1.02138)  -0.186
C (-1.85895, -3.97823, -2.06936)  -0.088
C (-2.49734, -5.28776, -2.48992)  -0.149
C (-3.97826, -4.97859, -2.39380)  -0.154
C (-4.05299, -4.25214, -1.06910)  -0.099
C (-3.19976, -1.97129, -1.44032)  -0.108
C (-2.11997, -0.87882, -1.65525)  -0.178
C (-0.62075, -1.11956, -1.44393)  -0.087
H (-1.44909, -0.51815, 0.98782)  0.023
H (-1.80946, -0.01652, 2.61494)  0.092
H (-0.99263, -1.55606, 2.34456)  0.092
H (-3.75383, -1.00499, 1.15507)  0.092
H (-3.64380, -1.46001, 2.82259)  0.110
H (-4.06211, -3.44475, 1.45161)  0.109
H (-2.61557, -3.54167, 2.40386)  0.127
H (-1.92450, -4.51170, 0.46867)  0.137
H (-1.23426, -2.91667, 0.33006)  0.114
H (-1.80858, -3.29754, -2.91556)  0.134
H (-0.87158, -4.10411, -1.63444)  0.135
H (-2.22094, -6.08766, -1.79892)  0.124
H (-2.19194, -5.58962, -3.49055)  0.127
H (-4.59845, -5.87350, -2.41082)  0.126
H (-4.29740, -4.33017, -3.21299)  0.122
H (-3.98722, -4.96311, -0.24790)  0.132
H (-4.93831, -3.63259, -0.95063)  0.135
H (-3.94480, -1.63144, -0.72535)  0.109
H (-3.74372, -2.09672, -2.37862)  0.128
H (-2.40543, -0.01960, -1.04401)  0.105
H (-2.23688, -0.52729, -2.68340)  0.112
H (-0.35404, -1.33783, -0.41317)  0.041
H (-0.08076, -0.20735, -1.69614)  0.079
H (-0.22343, -1.90400, -2.08842)  0.069

Computed properties:
Maximum force   3.10 eV/A
Gap between HOMO and LUMO   6.618 eV

Record 3
Computed, not measured: a structure of composition C21H39BN6PtSi4Te, with ωB97M-V/def2-TZVPD.

Last column: Löwdin charge in e.
Cartesian coordinates (Å):
Pt (0.03953, -0.21219, -2.05450)  0.748
B (2.00593, -2.87726, -2.86367)  -0.416
N (0.48043, -3.06030, -2.77708)  -0.071
C (-0.20973, -4.13741, -3.15307)  -0.072
C (-1.52228, -3.99873, -2.74570)  -0.047
C (-1.55944, -2.76728, -2.11273)  -0.209
N (-0.33935, -2.20662, -2.12474)  -0.167
N (2.32256, -1.55825, -3.61689)  -0.075
C (3.23441, -1.32428, -4.55978)  -0.072
C (3.43721, 0.04255, -4.65451)  -0.051
C (2.57830, 0.58350, -3.70710)  -0.165
N (1.89388, -0.39478, -3.09831)  -0.104
H (2.43292, -2.75512, -1.74359)  0.065
H (2.47771, -3.80128, -3.46835)  0.076
H (0.29657, -4.94416, -3.65374)  0.122
H (-2.33510, -4.68820, -2.88265)  0.097
H (-2.37968, -2.25983, -1.63868)  0.019
H (3.71763, -2.14640, -5.05901)  0.124
H (4.12772, 0.56378, -5.29274)  0.094
H (2.41330, 1.61233, -3.43884)  0.100
C (2.52614, -1.26233, 1.02444)  -0.208
Si (1.66637, 0.30269, 1.59297)  0.338
C (2.28236, 0.71768, 3.32788)  -0.214
C (2.13398, 1.72899, 0.45865)  -0.216
Si (-0.66334, 0.00340, 1.75444)  0.092
Te (-1.95349, 0.25111, -0.42259)  0.539
Si (-1.59673, 1.73622, 3.02746)  0.309
C (-0.77989, 3.37167, 2.57046)  -0.213
C (-3.43923, 1.86652, 2.67627)  -0.234
C (-1.33665, 1.40057, 4.86235)  -0.216
Si (-1.16525, -2.11999, 2.61300)  0.322
C (-0.60111, -3.44402, 1.40968)  -0.200
C (-3.02649, -2.23660, 2.85936)  -0.220
C (-0.29892, -2.37175, 4.26611)  -0.213
H (3.60351, -1.09241, 0.95113)  0.039
H (2.17221, -1.60365, 0.05114)  -0.012
H (2.36227, -2.06828, 1.74341)  0.022
H (3.37379, 0.76594, 3.34118)  0.032
H (1.97291, -0.04283, 4.04793)  0.018
H (1.90003, 1.67839, 3.67773)  0.016
H (3.21975, 1.83715, 0.40746)  0.039
H (1.71188, 2.66964, 0.81954)  0.018
H (1.77421, 1.54779, -0.55443)  -0.024
H (-0.92318, 3.58632, 1.50881)  0.012
H (0.29213, 3.35715, 2.77268)  0.013
H (-1.21812, 4.19423, 3.14052)  0.033
H (-3.61816, 2.15931, 1.64049)  0.002
H (-3.90382, 2.61411, 3.32426)  0.031
H (-3.94288, 0.91341, 2.84530)  0.019
H (-0.29021, 1.18277, 5.08356)  0.016
H (-1.93179, 0.54425, 5.18596)  0.021
H (-1.63592, 2.26129, 5.46500)  0.030
H (-0.91784, -3.20666, 0.39608)  -0.003
H (-1.02430, -4.41518, 1.67921)  0.036
H (0.48578, -3.54019, 1.40178)  0.022
H (-3.54880, -2.09907, 1.91070)  0.022
H (-3.38341, -1.47456, 3.55477)  0.016
H (-3.30302, -3.21403, 3.26202)  0.030
H (0.78525, -2.30086, 4.15729)  0.017
H (-0.52771, -3.35912, 4.67334)  0.031
H (-0.60986, -1.62464, 4.99841)  0.015
N (-2.36707, 6.21895, -4.45473)  0.182
C (-1.84588, 5.28309, -4.04251)  -0.159
C (-1.19100, 4.11149, -3.53234)  -0.202
C (-0.82179, 3.08102, -4.39224)  0.016
C (-0.20550, 1.96979, -3.86218)  -0.124
N (0.04610, 1.83138, -2.54391)  -0.151
C (-0.29770, 2.83958, -1.72994)  -0.178
C (-0.90838, 3.99522, -2.18242)  0.020
H (-1.01327, 3.14400, -5.45289)  0.128
H (0.10875, 1.15465, -4.49630)  0.109
H (-0.06808, 2.70910, -0.68496)  0.055
H (-1.17116, 4.77722, -1.48569)  0.131

Computed properties:
Maximum force   0.71 eV/A
Energy relative to the best compared isomer or geometry (same formula, charge and spin)   0.0 kJ/mol
Gap between HOMO and LUMO   6.070 eV